Entry 1:
The following is a DFT calculation (ωB97M-V/def2-TZVPD) of 14 unconnected molecules or ions with the total composition C48H134N10O14 at a distorted geometry.

The geometry in ORCA input format:
```
! wB97M-V def2-TZVPD RIJCOSX def2/J DEFGRID3
* xyz 0 1
C -7.0680 -0.1550 -8.6292
C -8.0401 -0.9238 -7.6507
C -7.2573 -1.6610 -6.5905
O -6.6382 -0.8634 -5.6542
C -5.9354 -1.6347 -4.7030
N -8.9567 0.0144 -7.0616
H -6.3745 0.4325 -8.0276
H -7.5881 0.4056 -9.4059
H -6.3177 -0.8384 -9.0268
H -8.4269 -1.7834 -8.1979
H -6.4956 -2.2873 -7.0549
H -7.9387 -2.2381 -5.9653
H -5.4894 -2.5612 -5.0646
H -6.6313 -1.8547 -3.8933
H -5.1255 -1.0516 -4.2647
H -8.5657 0.2526 -6.1613
H -8.6434 0.8646 -7.5079
C 2.3766 -1.5837 5.3097
C 1.1940 -1.6964 6.2883
C -0.1188 -1.9927 5.5846
O -0.3073 -0.9617 4.6420
C -0.7887 0.2709 5.1174
N 1.6408 -2.7565 7.2537
H 1.9857 -1.0569 4.4392
H 2.8720 -2.5203 5.0539
H 3.3002 -1.1076 5.6391
H 1.1641 -0.7640 6.8522
H -0.8957 -2.1718 6.3278
H 0.0777 -2.9591 5.1203
H -1.7487 0.0787 5.5965
H -1.0968 0.9085 4.2887
H -0.0661 0.7486 5.7791
H 2.4815 -2.3823 7.6702
H 1.9251 -3.6564 6.8937
C 3.9582 -0.8787 -2.6174
C 4.2391 0.5890 -2.9343
C 3.2794 1.5134 -2.0383
O 3.3990 2.9182 -2.3223
C 2.7600 3.1571 -3.5319
N 5.6355 0.8893 -2.7583
H 2.8752 -0.9907 -2.6694
H 4.3916 -1.1538 -1.6558
H 4.4473 -1.4653 -3.3950
H 3.8974 0.7939 -3.9489
H 3.5946 1.3528 -1.0073
H 2.2281 1.2257 -2.0244
H 2.4175 4.1866 -3.6356
H 1.8576 2.5706 -3.7046
H 3.3497 3.0484 -4.4421
H 6.1524 0.4535 -3.5087
H 5.8842 1.8526 -2.9328
C -2.5110 3.0922 -4.9492
C -2.3889 2.0562 -5.9785
C -1.6030 0.8458 -5.4042
O -0.1997 1.2380 -5.4891
C 0.6267 0.2479 -4.9746
N -3.6954 1.6280 -6.4588
H -2.9771 2.6837 -4.0526
H -3.1220 3.8779 -5.3936
H -1.5852 3.5769 -4.6390
H -1.8059 2.4431 -6.8143
H -1.7697 -0.1163 -5.8887
H -1.9510 0.6892 -4.3832
H 1.5758 0.5741 -5.3999
H 0.4954 -0.6644 -5.5565
H 0.6815 0.1740 -3.8885
H -4.3279 1.3682 -5.7154
H -4.0509 2.5024 -6.8182
C -3.2778 1.4735 2.1274
C -4.4280 1.9128 1.2986
C -5.8080 1.5640 1.9215
O -6.0896 0.1258 1.8266
C -7.2471 -0.2245 2.5613
N -4.3077 3.3698 1.1060
H -3.2764 0.4372 2.4652
H -3.3118 1.9710 3.0966
H -2.2952 1.7112 1.7199
H -4.3386 1.3463 0.3717
H -6.6475 2.0048 1.3839
H -5.8946 1.8403 2.9724
H -7.6453 0.5487 3.2183
H -7.1095 -1.1208 3.1661
H -8.1129 -0.4221 1.9293
H -4.5487 3.8781 1.9448
H -5.0031 3.7841 0.5020
C 3.1994 -3.3172 0.9423
C 4.3918 -2.9357 1.7791
C 4.6819 -3.9299 2.8359
O 5.9480 -3.7987 3.4931
C 6.1907 -2.6674 4.4199
N 5.4829 -2.9225 0.8367
H 2.8716 -2.4742 0.3340
H 2.4262 -3.6012 1.6562
H 3.3928 -4.1569 0.2748
H 4.3122 -1.9391 2.2135
H 4.7725 -4.9089 2.3654
H 3.8627 -3.9706 3.5538
H 7.2721 -2.6933 4.5542
H 5.6880 -2.7906 5.3792
H 5.8302 -1.7577 3.9397
H 5.5046 -2.0817 0.2775
H 6.2801 -2.9604 1.4557
C 8.5684 1.0900 3.3317
C 7.5253 0.2903 2.4739
C 6.0616 0.8668 2.6806
O 5.2292 0.3944 1.7100
C 3.8677 0.7948 1.8638
N 7.9782 0.4501 1.0854
H 8.8560 2.0335 2.8678
H 9.3439 0.3290 3.4194
H 8.3457 1.2316 4.3892
H 7.5048 -0.7697 2.7272
H 6.2171 1.9454 2.6532
H 5.6918 0.5433 3.6535
H 3.1528 0.3248 1.1884
H 3.6817 1.8685 1.8904
H 3.4110 0.5045 2.8100
H 7.7229 1.3720 0.7612
H 7.3844 -0.0851 0.4681
C 0.3670 -5.1127 1.5883
C -1.0442 -5.0520 2.1804
C -1.5298 -3.5755 2.2551
O -2.9420 -3.4723 2.6686
C -3.4436 -2.2013 2.9453
N -1.9286 -5.8610 1.3951
H 1.1172 -5.0628 2.3775
H 0.5985 -4.2880 0.9143
H 0.5078 -5.9703 0.9303
H -1.0674 -5.5274 3.1610
H -1.3809 -3.0885 1.2914
H -1.0627 -2.9121 2.9830
H -2.8155 -1.6119 3.6133
H -4.4750 -2.2481 3.2946
H -3.4573 -1.6625 1.9979
H -2.8165 -5.5150 1.7298
H -1.6749 -5.4676 0.5001
C 2.0537 8.6781 2.4494
C 3.3723 8.3724 1.6758
C 3.4510 6.8677 1.4768
O 3.7384 6.1842 2.6615
C 3.5799 4.7727 2.4615
N 3.2824 9.1244 0.4650
H 1.1106 8.3509 2.0116
H 2.0654 9.7573 2.6020
H 1.9964 8.1266 3.3879
H 4.1736 8.7329 2.3209
H 4.1882 6.6791 0.6964
H 2.6237 6.5237 0.8561
H 3.6238 4.1952 3.3850
H 4.4008 4.3689 1.8689
H 2.6207 4.5250 2.0069
H 4.0612 8.9953 -0.1650
H 3.3409 10.0864 0.7670
C -3.3150 -6.2412 -1.8652
C -2.7690 -4.8112 -2.0305
C -3.7361 -3.8513 -1.3360
O -3.4375 -2.5336 -1.7868
C -4.3753 -1.5405 -1.5358
N -1.5074 -4.8956 -1.4177
H -3.1511 -6.6011 -0.8494
H -2.9761 -6.9439 -2.6264
H -4.3727 -6.3575 -2.1014
H -2.7597 -4.5652 -3.0924
H -3.7230 -3.9252 -0.2485
H -4.7567 -4.0363 -1.6711
H -4.5216 -1.4358 -0.4607
H -5.4098 -1.7926 -1.7690
H -4.0825 -0.5559 -1.9004
H -1.1245 -3.9639 -1.3448
H -0.7859 -5.3755 -1.9365
C 0.3320 4.1381 3.9169
C -0.4423 5.4040 3.8774
O -0.9989 5.8084 5.1454
H 1.0820 4.2664 4.6975
H 0.7804 3.9331 2.9448
H -0.2737 3.2640 4.1560
H -1.1848 5.3012 3.0861
H 0.2478 6.1126 3.4195
H -1.1530 6.7558 5.1318
C -0.3259 3.4672 -1.2918
C -1.7813 3.3235 -1.0581
O -2.1109 4.3879 -0.1717
H -0.1294 4.4115 -1.7997
H -0.1618 2.7841 -2.1252
H 0.3204 3.4015 -0.4166
H -1.9567 2.3673 -0.5651
H -2.3462 3.0928 -1.9612
H -2.9389 4.2106 0.2807
C 0.0595 -0.5718 0.9606
C -1.1206 -0.7667 -0.0268
O -0.9939 -1.8897 -0.8722
H 0.1212 -1.2525 1.8097
H -0.0538 0.4381 1.3546
H 0.9921 -0.5259 0.3982
H -1.1645 0.0403 -0.7582
H -2.0445 -0.9500 0.5216
H -1.8287 -2.1599 -1.2615
C 2.1745 -4.1765 -2.4907
C 2.1074 -5.6479 -2.6035
O 0.7584 -6.0178 -2.9860
H 3.2369 -4.0051 -2.3173
H 1.5005 -3.8732 -1.6895
H 2.0290 -3.7209 -3.4701
H 2.3712 -6.1605 -1.6785
H 2.7204 -5.8757 -3.4756
H 0.7742 -6.8716 -3.4246
*
```

Values from the calculation:
Highest occupied orbital energy (eV): -8.608
HOMO-LUMO gap (eV): 8.92
Electronic energy (Eh): -3509.69995

These are the Mulliken partial charges, in e, on atoms 1 to 4: atom 1 (C): -1.49, atom 2 (C): 0.52, atom 3 (C): -0.82, atom 4 (O): -0.36

=====

Entry 2:
The following is a DFT calculation (ωB97M-V/def2-TZVPD) of a molecular structure, C11H18AlCl2N2O2P at a distorted geometry.

The geometry in ORCA input format:
```
! wB97M-V def2-TZVPD RIJCOSX def2/J DEFGRID3
* xyz 2 1
C 0.7566 3.4648 -3.1879
C 1.0760 2.3119 -2.4084
H 1.3516 3.4529 -4.1165
H 0.9905 4.3601 -2.5599
H -0.3393 3.4278 -3.3784
O 1.6432 1.3345 -2.1466
Cl -1.0568 1.3880 -0.0801
Al -0.5777 -0.1639 1.5484
P -1.4930 -1.5970 -1.4775
C -1.2025 -3.0701 -2.4667
C -3.1724 -1.6915 -0.8550
H -1.8696 0.6392 -2.3092
H -2.3110 -0.6252 -3.4881
H -0.6003 -0.1958 -3.2141
C -1.5694 -0.3159 -2.7361
H -3.5205 -0.7340 -0.4453
H -3.8096 -1.9459 -1.7191
H -1.9844 -3.1478 -3.2387
H -1.2048 -3.9531 -1.8190
H -3.2886 -2.4594 -0.0805
H -0.2263 -2.9432 -2.9473
C -0.1579 -1.3599 -0.1389
O 1.0381 -1.5859 -0.2943
Cl -2.1420 -1.0041 2.6103
N 4.1956 2.2476 4.2827
C 3.2043 1.5933 3.5907
C 2.4020 2.3331 2.7040
C 1.2619 1.7631 2.1660
N 0.9191 0.4553 2.4477
C 1.7665 -0.3172 3.1948
C 2.9193 0.2201 3.7419
H 4.2810 3.2545 4.1837
H 4.7687 1.7956 4.9716
H 2.6335 3.3788 2.4665
H 0.6248 2.3170 1.4773
H 1.4887 -1.3625 3.3140
H 3.6003 -0.3903 4.3347
*
```

Values from the calculation:
Highest occupied orbital energy (eV): -14.241
HOMO-LUMO gap (eV): 5.62
Electronic energy (Eh): -2193.68980

These are the Mulliken partial charges, in e, on atoms 1 to 4: atom 1 (C): -0.78, atom 2 (C): 0.78, atom 3 (H): 0.37, atom 4 (H): 0.36